1.
{
  "formula": "C8H8MgN2O3",
  "method": "wB97M-V/def2-TZVPD",
  "total_charge": 2,
  "lumo_ev": -8.883,
  "e_above_lowest_kcal_mol": 12.9,
  "elements": ["O", "C", "Mg", "C", "C", "O", "O", "C", "C", "C", "C", "N", "N", "C", "H", "H", "H", "H", "H", "H", "H", "H"],
  "coordinates": [[-1.6072, -2.5568, -4.2444], [-1.1760, -1.5908, -3.7957], [0.2964, 1.4766, -1.6986], [-1.5459, 2.5858, -2.5704], [2.0926, 1.2194, -3.1314], [-2.4224, 3.3006, -2.8002], [3.1385, 1.2265, -3.6633], [-0.5695, -2.5374, 2.5151], [-0.2434, -1.3515, 1.7303], [0.2778, -0.1179, 2.1111], [0.4007, 0.6717, 0.9678], [-0.0319, -0.0469, -0.1020], [-0.4211, -1.2858, 0.3990], [0.9024, 2.0703, 0.8105], [0.3186, -2.9091, 3.0367], [-1.3122, -2.2976, 3.2832], [-0.9658, -3.3491, 1.9075], [0.5408, 0.1824, 3.0989], [-0.7893, -2.0211, -0.2086], [0.2780, 2.7408, 1.4233], [1.9433, 2.1148, 1.1704], [0.8953, 2.4752, -0.2393]],
  "forces_ev_per_angstrom": [[1.36, 3.06, 1.40], [-1.30, -2.93, -1.34], [-0.75, -2.01, 0.36], [-3.80, 3.44, -0.83], [6.41, 0.28, -3.01], [3.92, -3.39, 0.91], [-6.40, -0.17, 3.09], [-0.17, -0.74, 0.71], [0.26, 1.05, -0.87], [0.18, 0.49, -0.05], [-0.78, -1.93, -0.39], [0.13, 0.54, -0.50], [0.33, 1.16, -0.68], [0.06, -0.19, 0.85], [-0.10, 0.08, -0.09], [0.10, 0.00, -0.12], [0.01, 0.04, -0.06], [0.08, 0.01, 0.48], [0.24, 0.55, 0.24], [0.33, 0.04, -0.45], [-0.33, 0.29, -0.35], [0.23, 0.33, 0.68]]
}

2.
{
  "formula": "C8H8MgO5",
  "method": "wB97M-V/def2-TZVPD",
  "total_charge": 2,
  "lumo_ev": -9.516,
  "e_above_lowest_kcal_mol": 0.0,
  "elements": ["O", "C", "Mg", "O", "C", "C", "O", "C", "O", "C", "C", "C", "O", "C", "H", "H", "H", "H", "H", "H", "H", "H"],
  "coordinates": [[0.2897, -3.7013, -2.2789], [0.3111, -2.5834, -1.9620], [1.1399, -0.5663, -1.0868], [-3.3200, -0.1246, -3.9968], [-2.2702, -0.2690, -3.5785], [2.3054, -0.2307, -2.8958], [3.1934, -0.0576, -3.6399], [0.3110, 1.7028, -2.0266], [0.2106, 2.8140, -2.2319], [-0.7395, 1.0313, 2.3013], [0.3639, 0.0674, 2.7360], [0.9410, -0.6061, 1.5068], [0.0793, -0.0700, 0.3397], [-1.1908, 0.5344, 0.9503], [-1.5851, 1.1175, 3.0140], [-0.3825, 2.0694, 2.2413], [-0.0912, -0.6911, 3.3591], [1.1782, 0.5814, 3.2426], [2.0144, -0.3783, 1.3245], [0.7884, -1.6812, 1.4895], [-1.9808, -0.2144, 0.9714], [-1.5661, 1.2558, 0.2207]],
  "forces_ev_per_angstrom": [[-0.18, 5.66, 1.49], [0.31, -5.76, -1.38], [-1.07, 0.33, -0.85], [2.35, -0.33, 0.90], [-2.27, 0.31, -0.84], [6.34, 0.82, -4.60], [-5.42, -0.92, 4.11], [-0.05, 2.50, -0.32], [0.06, -2.48, 0.39], [-0.31, 1.14, -0.18], [0.18, -0.07, 0.43], [-1.00, 0.32, -0.91], [-0.11, -0.06, 1.83], [0.09, -0.16, -0.73], [0.47, -0.54, -0.37], [0.17, -0.35, -0.23], [0.28, -0.15, 0.37], [-0.28, -0.06, 0.38], [-0.50, 0.22, -0.11], [0.03, -0.18, 0.19], [0.43, -0.54, 0.23], [0.50, 0.29, 0.21]]
}

3.
{
  "formula": "C8H8N2",
  "method": "wB97M-V/def2-TZVPD",
  "lumo_ev": -0.808,
  "e_above_lowest_kcal_mol": 160.3,
  "elements": ["C", "C", "C", "C", "C", "C", "C", "C", "N", "N", "H", "H", "H", "H", "H", "H", "H", "H"],
  "coordinates": [[1.9032, -1.3825, -0.2713], [0.8310, -3.0686, 0.9067], [-1.4986, -0.7262, 1.2832], [-0.2723, -0.9346, 0.7766], [0.7015, -1.7729, 0.3558], [0.1638, 2.1926, -1.1206], [-0.5417, 0.5014, 0.4947], [-0.5431, 0.8702, -0.9893], [2.7934, -1.0330, -0.9282], [0.9347, -4.0969, 1.4276], [-1.7642, -0.8144, 2.4090], [1.1946, 2.2561, -0.7491], [-0.4015, 2.9731, -0.6159], [0.3334, 2.3749, -2.2968], [-0.3274, 1.3085, 1.1300], [-1.9434, 0.1713, 0.9381], [-1.5847, 1.0820, -1.2951], [0.0211, 0.0989, -1.4553]],
  "forces_ev_per_angstrom": [[0.96, 1.51, -1.73], [-0.54, -1.88, 0.93], [-1.66, -2.42, 3.56], [1.63, 1.21, -1.73], [0.37, -0.30, 1.61], [1.34, 0.84, -2.72], [1.41, -1.09, -0.27], [-1.77, 0.90, 1.66], [-0.66, -0.38, 0.84], [-0.06, 0.76, -0.52], [0.73, 0.31, -1.87], [-0.25, -0.49, 0.24], [-0.06, 0.28, -0.43], [-0.78, 0.04, 2.64], [1.22, 0.56, 1.13], [-2.10, 1.68, -1.70], [0.49, -0.85, -0.61], [-0.26, -0.66, -1.01]]
}